Entry 1:
Here is a structure of composition C10H9GdN2O5 at a distorted geometry from the OMol25 dataset. Energies are from ωB97M-V with the def2-TZVPD basis set.

Each line ends with the Mulliken charge.
Atoms and positions in Å:
O  0.87166  0.87688  -3.88307  -0.069
C  0.76070  0.81146  -2.73196  0.254
Gd  0.49089  0.69562  -0.13183  1.000
O  -2.39523  1.55746  -2.27276  -0.065
C  -1.50538  1.23972  -1.62084  0.303
C  -1.59494  -0.11403  0.67200  0.358
O  -2.52652  -0.58191  1.17296  -0.085
C  1.23904  -1.98198  -0.36056  0.105
O  1.31192  -1.38222  0.78880  -0.523
C  0.21933  -1.54676  -1.27235  0.190
O  -0.71567  -2.14863  -1.73533  -0.283
H  1.80755  -2.85920  -0.63687  0.476
C  2.18585  5.36712  2.91360  -1.135
C  1.72324  3.99289  2.65114  0.746
C  1.49127  2.95209  3.55800  -1.042
C  1.05770  1.85881  2.81212  0.747
N  1.03088  2.19060  1.47662  -0.135
N  1.43218  3.51825  1.43931  -0.199
C  0.64337  0.53851  3.32531  -1.139
H  1.52303  5.90761  3.60622  0.319
H  3.18980  5.38128  3.36373  0.316
H  2.23838  5.93883  1.98562  0.326
H  1.60759  2.95645  4.62408  0.418
H  1.47818  4.04078  0.56367  0.189
H  1.28396  0.27698  4.18995  0.370
H  -0.41019  0.51460  3.62831  0.268
H  0.81292  -0.28921  2.62124  0.289

Results
- HOMO level (alpha / beta) (Ha) = -0.552 / -0.600
- energy relative to the best compared isomer or geometry (same formula, charge and spin) (kcal/mol) = 73.1
- expectation value of S² = 15.819
- total charge = +2
- 2S+1 = 8
- molecular weight (g/mol) = 394.44


Entry 2:
Here is the ion C10H9INO2S with charge +1 at a distorted geometry from the OMol25 dataset. Energies are from ωB97M-V with the def2-TZVPD basis set.

Each line ends with the Mulliken charge.
Atoms and positions in Å:
C  2.44783  1.43383  0.03150  -1.755
C  1.52080  0.27346  -0.19654  1.004
C  2.11040  -0.94183  -0.53273  -0.507
N  1.39032  -2.03681  -0.65612  -0.072
S  2.15987  -3.44362  -1.14375  -0.110
I  3.33783  -4.22396  1.24684  0.165
C  0.05172  -2.04604  -0.45528  -0.345
C  -0.63331  -0.88834  -0.05993  0.020
C  -2.01004  -0.76682  -0.00511  -0.674
C  -2.67548  0.46778  0.22689  0.666
O  -3.96695  0.53277  0.34930  -0.484
C  -1.91390  1.68277  0.30263  0.257
O  -2.65196  2.77496  0.48711  -0.483
C  -0.53017  1.60707  0.12188  -0.933
C  0.16972  0.31873  0.03600  0.729
H  2.76149  1.78890  -0.88097  0.384
H  1.97901  2.17302  0.61741  0.426
H  3.38434  0.97341  0.46216  0.455
H  3.15185  -0.98367  -0.65033  0.540
H  -0.47357  -3.09128  -0.52292  0.359
H  -2.70220  -1.52315  -0.09832  0.379
H  -4.49364  -0.25734  0.35904  0.357
H  -2.38879  3.66741  0.59834  0.389
H  -0.02515  2.50875  0.36289  0.235

Results
- HOMO level (Ha) = -0.445
- energy relative to the best compared isomer or geometry (same formula, charge and spin) (kcal/mol) = 49.3
- total charge = +1
- SMILES = Cc1c[n+](SI)cc2cc(O)c(O)cc12
- molecular weight (g/mol) = 334.16


Entry 3:
Here is the molecule C10H9N3 at a distorted geometry from the OMol25 dataset. Energies are from ωB97M-V with the def2-TZVPD basis set.

Each line ends with the Mulliken charge.
Atoms and positions in Å:
C  -1.97082  -1.19324  0.80435  0.136
C  -2.93231  0.42342  -0.60994  0.407
C  1.11312  -1.53498  -0.77638  -0.089
C  0.15744  -0.90063  -1.47396  -0.825
C  -1.31894  1.08158  1.26503  -0.588
C  -0.12592  1.60720  0.95992  -0.533
C  2.09987  -0.91747  0.17207  -0.734
C  1.86872  0.64064  0.15806  -0.720
C  -0.27625  0.41640  -1.01715  -0.175
C  -1.95574  0.15615  0.28356  0.577
N  -1.84118  -2.24853  1.22795  -0.553
N  -3.82748  0.75412  -1.26033  -0.543
N  0.51415  1.08261  -0.17193  0.119
H  1.34213  -2.66539  -0.99114  0.231
H  -0.37010  -1.37100  -2.14212  0.613
H  -1.76330  1.26813  2.32300  0.277
H  0.39759  2.29275  1.55030  0.528
H  1.94403  -1.31190  1.12009  0.384
H  3.07265  -0.99841  -0.11031  0.419
H  2.22797  1.15804  1.05454  0.376
H  2.61740  1.18718  -0.61437  0.288
H  -0.97303  1.07334  -1.75123  0.405

Results
- HOMO level (alpha / beta) (Ha) = -0.320 / -0.320
- energy relative to the best compared isomer or geometry (same formula, charge and spin) (kcal/mol) = 92.4
- molecular weight (g/mol) = 171.20


Entry 4:
Here is a structure of composition C10H9N3O8OsS3Sb from the OMol25 dataset. Energies are from ωB97M-V with the def2-TZVPD basis set.

Each line ends with the Mulliken charge.
Atoms and positions in Å:
Os  0.57808  0.94195  -2.71529  2.227
N  -1.21578  0.69410  -1.41784  -0.560
C  -2.39794  -0.06096  -1.93307  -0.620
C  -1.95678  -1.23950  -2.78536  -0.555
C  -1.53144  -0.74384  -4.14334  0.621
O  -2.15864  -0.95630  -5.14156  -0.577
O  -0.41784  0.02123  -4.14640  -0.628
H  -0.80889  0.16551  -0.64758  0.002
H  -1.50520  1.57768  -1.00913  0.359
H  -3.01317  0.62085  -2.51421  0.421
H  -2.99046  -0.40928  -1.09119  0.417
H  -2.77677  -1.93502  -2.92652  0.302
H  -1.12465  -1.75675  -2.30012  0.277
S  4.40770  1.42188  -0.79184  -0.204
Sb  3.37890  2.77571  -2.41581  0.585
S  2.46487  1.08185  -3.93701  -0.382
S  1.09461  2.85780  -1.54853  -0.534
O  2.32433  -2.21447  -0.20502  -0.651
C  1.76191  -1.13580  -0.19232  -0.169
O  1.57361  -0.34991  -1.21016  -0.833
C  1.19779  -0.64759  1.13136  0.312
C  0.52845  0.55807  1.21822  0.102
C  -0.08992  0.91418  2.40060  0.035
C  -0.02541  0.13685  3.53199  -0.424
C  0.68208  -1.04509  3.42703  -0.119
C  1.27763  -1.46289  2.25461  -0.662
N  0.76480  -1.91493  4.62991  1.036
O  0.17108  -1.54939  5.62773  -0.612
O  1.39926  -2.94519  4.53370  -0.596
N  -0.90253  2.14894  2.42543  0.905
O  -1.11706  2.66907  3.49910  -0.579
O  -1.37500  2.53063  1.36288  -0.546
H  0.51496  1.23542  0.37779  0.418
H  -0.50534  0.42623  4.45438  0.594
H  1.79279  -2.41107  2.19759  0.641

Results
- HOMO level (alpha / beta) (Ha) = -0.342 / -0.365
- expectation value of S² = 8.776
- 2S+1 = 6
- molecular weight (g/mol) = 707.39


Entry 5:
Here is the molecule C10H9NO at a distorted geometry from the OMol25 dataset. Energies are from ωB97M-V with the def2-TZVPD basis set.

Each line ends with the Mulliken charge.
Atoms and positions in Å:
N  -0.33258  3.63635  -0.26632  -0.607
C  -0.22547  2.26656  -0.37787  0.171
C  0.12448  1.52093  -1.68280  -0.494
C  0.36848  0.13772  -1.72406  -0.825
C  0.22035  -0.61511  -0.50435  0.336
C  0.48855  -2.05215  -0.37752  0.799
O  0.83976  -2.63514  -1.54011  -0.505
C  0.23188  -2.75368  0.78111  -0.743
C  -0.46012  -2.03026  1.87586  -0.495
C  -0.42986  -0.61781  1.84668  -0.757
C  -0.31384  0.05410  0.69463  0.706
C  -0.47620  1.41620  0.67290  -0.505
H  0.01863  4.06679  0.62105  0.252
H  0.05167  4.18282  -0.99692  0.249
H  0.41494  1.94205  -2.62428  0.274
H  0.56313  -0.29734  -2.67522  0.435
H  1.14125  -3.52099  -1.38281  0.301
H  0.33589  -3.81947  0.77460  0.322
H  -0.72796  -2.63377  2.74921  0.360
H  -0.89972  -0.02556  2.60167  0.307
H  -0.93328  1.77778  1.53455  0.420

Results
- HOMO level (Ha) = -0.278
- energy relative to the best compared isomer or geometry (same formula, charge and spin) (kcal/mol) = 29.4
- SMILES = Nc1ccc2c(O)cccc2c1
- molecular weight (g/mol) = 159.19